[1]
The following is a quantum chemistry calculation of the molecule C3H9N2S at a distorted geometry, from the Open Molecules 2025 dataset.

Computed properties:
largest force on an atom	3.286	eV Å⁻¹
gap between HOMO and LUMO (alpha / beta)	0.3751 / 0.2625	Eh
⟨S²⟩	0.753

The geometry in ORCA input format:
```
! RIJCOSX wB97M-V def2-TZVPD def2/J DEFGRID3
* xyz 0 2
N 0.77 1.34 0.07
C 0.18 0.00 0.40
C -0.87 -0.66 -0.47
S -2.14 0.42 -1.03
C 1.38 -0.99 0.52
N 2.52 -0.42 1.29
H -0.03 1.97 0.16
H 0.88 1.30 -0.95
H -0.14 0.12 1.44
H -1.47 -1.22 0.28
H -0.48 -1.34 -1.22
H 1.81 -1.38 -0.40
H 0.94 -1.86 1.07
H 3.07 -1.21 1.60
H 2.08 -0.02 2.11
*
```

=====

[2]
The following is a quantum chemistry calculation of a 2-piece molecular cluster, C3H9N2S2 overall at a distorted geometry, from the Open Molecules 2025 dataset.

Computed properties:
largest force on an atom	6.424	eV Å⁻¹
gap between HOMO and LUMO	0.3578	Eh

The geometry in ORCA input format:
```
! RIJCOSX wB97M-V def2-TZVPD def2/J DEFGRID3
* xyz 1 1
C -0.47 -1.65 1.31
C -1.72 -1.62 0.83
C 1.02 1.19 -0.51
N 2.13 1.67 -0.20
N -0.12 1.76 -0.07
S -0.69 -0.53 -2.38
S 1.09 -0.36 -1.42
H 0.07 -2.50 1.21
H 0.22 -0.80 1.60
H -2.50 -0.81 0.87
H 2.15 2.33 0.55
H 3.03 1.44 -0.71
H -2.16 -2.55 0.39
H -1.05 1.48 -0.17
H -0.04 2.66 0.34
H -0.96 -1.71 -1.65
*
```

=====

[3]
The following is a quantum chemistry calculation of C3H9N2Si2 as an isolated structure at a distorted geometry, from the Open Molecules 2025 dataset.

Computed properties:
largest force on an atom	5.246	eV Å⁻¹
gap between HOMO and LUMO	0.3232	Eh

The geometry in ORCA input format:
```
! RIJCOSX wB97M-V def2-TZVPD def2/J DEFGRID3
* xyz 1 1
C -0.41 -2.50 -0.08
C -1.30 -1.46 0.09
C 0.56 -0.18 -0.12
N 0.83 -2.14 -0.23
N -0.70 -0.24 0.06
Si 2.09 0.92 -0.18
Si -1.71 1.32 0.25
H -0.72 -3.54 -0.08
H -2.36 -1.55 0.23
H 1.67 -2.66 -0.40
H 1.50 2.25 0.02
H 2.66 0.73 -1.51
H 2.93 0.48 0.92
H -1.21 1.85 1.51
H -3.06 0.79 0.27
H -1.34 2.08 -0.94
*
```

=====

[4]
The following is a quantum chemistry calculation of the molecule C3H9N3 at a distorted geometry, from the Open Molecules 2025 dataset.

Computed properties:
SMILES string	[H]/N=C\NN(C)C
largest force on an atom	2.949	eV Å⁻¹
gap between HOMO and LUMO	0.3404	Eh

The geometry in ORCA input format:
```
! RIJCOSX wB97M-V def2-TZVPD def2/J DEFGRID3
* xyz 0 1
H 0.89 1.90 -2.11
N 1.09 2.17 -1.07
C 0.41 1.40 -0.32
N -0.21 0.21 -0.64
N -0.32 -0.88 0.14
C 0.81 -1.26 0.94
C -1.59 -1.18 0.73
H 0.37 1.74 0.69
H -0.48 0.12 -1.61
H 1.68 -1.52 0.31
H 0.63 -2.29 1.38
H 1.13 -0.47 1.69
H -2.32 -0.32 0.90
H -2.08 -1.82 -0.02
H -1.51 -1.62 1.71
*
```

=====

[5]
The following is a quantum chemistry calculation of the molecule C3H9N3 at a distorted geometry, from the Open Molecules 2025 dataset.

Computed properties:
SMILES string	CN/N=C/CN
largest force on an atom	1.512	eV Å⁻¹
gap between HOMO and LUMO	0.3523	Eh

The geometry in ORCA input format:
```
! RIJCOSX wB97M-V def2-TZVPD def2/J DEFGRID3
* xyz 0 1
C -1.75 0.16 -2.18
N -1.43 0.20 -0.76
N -0.14 -0.05 -0.50
C 0.34 0.37 0.61
C 1.73 -0.05 1.01
N 1.79 -0.97 2.13
H -1.35 -0.78 -2.59
H -1.32 1.01 -2.74
H -2.87 0.15 -2.25
H -1.81 1.00 -0.29
H -0.29 0.95 1.27
H 2.39 0.82 1.26
H 2.21 -0.52 0.16
H 1.15 -1.77 1.93
H 1.34 -0.52 2.93
*
```

=====

[6]
The following is a quantum chemistry calculation of the molecule C3H9N3 at a distorted geometry, from the Open Molecules 2025 dataset.

Computed properties:
SMILES string	[H]/N=C/N(N)CC
largest force on an atom	1.292	eV Å⁻¹
gap between HOMO and LUMO	0.3516	Eh

The geometry in ORCA input format:
```
! RIJCOSX wB97M-V def2-TZVPD def2/J DEFGRID3
* xyz 0 1
H 2.83 -1.58 -0.42
N 2.08 -1.20 0.17
C 1.16 -0.73 -0.56
N 0.05 -0.12 -0.02
N -0.08 0.01 1.37
C -0.90 0.57 -0.87
C -2.02 1.26 -0.10
H 1.20 -0.73 -1.65
H 0.80 0.36 1.71
H -0.09 -0.97 1.73
H -1.35 -0.12 -1.59
H -0.35 1.31 -1.47
H -2.70 1.72 -0.84
H -1.64 2.06 0.54
H -2.55 0.55 0.54
*
```

=====

[7]
The following is a quantum chemistry calculation of a 2-piece molecular cluster, C3H9N3 overall at a distorted geometry, from the Open Molecules 2025 dataset.

Computed properties:
SMILES string	[H]/N=C/N.C=NC
largest force on an atom	2.299	eV Å⁻¹
gap between HOMO and LUMO	0.3697	Eh

The geometry in ORCA input format:
```
! RIJCOSX wB97M-V def2-TZVPD def2/J DEFGRID3
* xyz 0 1
H -0.17 2.98 -1.30
N -0.96 2.59 -0.80
C -0.97 3.01 0.40
N -1.80 2.50 1.35
H -0.17 3.64 0.81
H -2.01 3.02 2.19
H -2.44 1.82 0.99
C -0.09 -2.20 0.22
N 0.67 -3.04 -0.33
C 1.87 -2.70 -1.00
H -1.08 -2.52 0.51
H 0.34 -1.25 0.59
H 2.41 -1.79 -0.66
H 2.65 -3.47 -0.90
H 1.75 -2.60 -2.08
*
```

=====

[8]
The following is a quantum chemistry calculation of a 2-piece molecular cluster, C3H9N3 overall at a distorted geometry, from the Open Molecules 2025 dataset.

Computed properties:
largest force on an atom	8.020	eV Å⁻¹
gap between HOMO and LUMO (alpha / beta)	0.2660 / 0.1399	Eh
⟨S²⟩	0.767

The geometry in ORCA input format:
```
! RIJCOSX wB97M-V def2-TZVPD def2/J DEFGRID3
* xyz 1 2
C -1.48 -3.48 -0.41
C -1.72 -2.64 0.69
N -1.10 -1.41 0.92
H -0.89 -3.06 -1.21
H -1.97 -4.47 -0.42
H -2.00 -3.23 1.56
H -0.46 -1.10 0.25
H -0.87 -1.23 1.79
N 2.08 2.38 -1.32
C 0.96 2.71 -0.51
N 1.00 2.19 0.66
H 2.26 3.17 -1.94
H 2.90 2.01 -0.70
H 0.37 3.47 -0.95
H 0.26 2.85 1.16
*
```

=====

[9]
The following is a quantum chemistry calculation of a 3-piece molecular cluster, C3H9N3O overall at a distorted geometry, from the Open Molecules 2025 dataset.

Computed properties:
largest force on an atom	2.109	eV Å⁻¹
gap between HOMO and LUMO (alpha / beta)	0.2671 / 0.3042	Eh

The geometry in ORCA input format:
```
! RIJCOSX wB97M-V def2-TZVPD def2/J DEFGRID3
* xyz 0 1
C 0.11 -0.82 -1.34
N 0.86 0.44 1.55
C -0.62 0.05 -0.44
N 1.45 -0.85 1.45
N -2.46 0.96 -0.88
C -0.94 0.72 0.55
O 1.83 1.34 1.09
H 2.27 0.93 0.32
H 2.32 -0.88 1.98
H 0.81 -1.50 1.90
H -3.03 0.12 -0.92
H -2.24 1.23 -1.84
H -1.32 1.41 1.27
H -0.49 -1.66 -1.67
H 0.97 -1.21 -0.78
H 0.47 -0.27 -2.22
*
```

=====

[10]
The following is a quantum chemistry calculation of a 3-piece molecular cluster, C3H9N3O overall at a distorted geometry, from the Open Molecules 2025 dataset.

Computed properties:
largest force on an atom	9.561	eV Å⁻¹
gap between HOMO and LUMO	0.3085	Eh

The geometry in ORCA input format:
```
! RIJCOSX wB97M-V def2-TZVPD def2/J DEFGRID3
* xyz 0 1
C -0.54 -0.01 0.76
C -1.77 -0.68 0.02
C 1.54 -0.47 -0.39
H 1.43 1.71 -1.38
H 1.30 2.36 0.91
H -0.73 0.96 0.88
H -0.29 -0.64 1.61
H -2.51 -0.96 0.77
H -1.55 -1.58 -0.38
H -1.23 1.02 -0.57
H 2.71 -0.05 -0.41
H 0.76 -2.23 -0.08
N 0.86 1.75 -0.35
N 0.74 0.44 0.00
N 1.61 -1.77 -0.45
O -2.32 0.13 -0.93
*
```

=====

[11]
The following is a quantum chemistry calculation of a 3-piece molecular cluster, C3H9N3O overall at a distorted geometry, from the Open Molecules 2025 dataset.

Computed properties:
largest force on an atom	1.924	eV Å⁻¹
gap between HOMO and LUMO (alpha / beta)	0.2924 / 0.3382	Eh

The geometry in ORCA input format:
```
! RIJCOSX wB97M-V def2-TZVPD def2/J DEFGRID3
* xyz 0 1
C -2.07 -0.26 -1.35
C 0.34 -0.93 1.53
N 0.46 -0.34 0.19
C 0.18 0.88 -0.08
N 2.30 0.48 0.15
O -1.61 -0.13 -0.04
N 0.03 1.97 -0.58
H 2.66 0.10 1.02
H 2.62 -0.15 -0.59
H 0.85 2.56 -0.66
H -1.65 -1.14 -1.85
H -3.16 -0.40 -1.31
H -1.88 0.63 -1.97
H 1.06 -1.75 1.59
H 0.53 -0.21 2.33
H -0.67 -1.32 1.62
*
```

=====

[12]
The following is a quantum chemistry calculation of C3H9N3O as an isolated structure at a distorted geometry, from the Open Molecules 2025 dataset.

Computed properties:
largest force on an atom	3.726	eV Å⁻¹
gap between HOMO and LUMO (alpha / beta)	0.2958 / 0.2551	Eh

The geometry in ORCA input format:
```
! RIJCOSX wB97M-V def2-TZVPD def2/J DEFGRID3
* xyz 0 1
C -0.46 -0.55 -0.29
C -2.41 -0.23 -0.24
N 1.54 -0.55 -0.29
C -0.58 0.83 0.12
N 1.90 -0.52 1.06
N 1.79 0.61 -0.97
O -0.66 1.55 1.05
H 2.04 0.41 1.45
H 2.66 -1.16 1.26
H 0.84 1.22 -0.99
H 2.47 1.21 -0.50
H -0.52 -1.35 0.45
H -0.42 -0.76 -1.35
H -2.71 -1.15 -0.73
H -2.75 0.63 -0.82
H -2.75 -0.19 0.79
*
```

=====

[13]
The following is a quantum chemistry calculation of a 2-piece molecular cluster, C3H9N3O overall at a distorted geometry, from the Open Molecules 2025 dataset.

Computed properties:
SMILES string	C=C/C(N)=[NH+]\[O-].N
largest force on an atom	8.754	eV Å⁻¹
gap between HOMO and LUMO (alpha / beta)	0.2934 / 0.2935	Eh

The geometry in ORCA input format:
```
! RIJCOSX wB97M-V def2-TZVPD def2/J DEFGRID3
* xyz 0 1
C 1.87 0.92 -0.67
C 1.20 0.00 0.04
C 0.03 -0.78 -0.13
N -1.07 -0.62 -1.11
N -0.14 -1.70 0.86
O 0.32 -1.74 2.01
H 2.69 1.53 -0.31
H 1.45 0.89 -1.62
H 1.56 -0.19 1.05
H -0.69 0.06 -1.75
H -1.08 -1.50 -1.54
H -0.99 -2.32 0.84
N -1.17 1.26 0.61
H -0.78 2.23 0.43
H -1.22 0.70 1.34
H -1.98 1.29 -0.05
*
```

=====

[14]
The following is a quantum chemistry calculation of a 3-piece molecular cluster, C3H9N3O2 overall at a distorted geometry, from the Open Molecules 2025 dataset.

Computed properties:
largest force on an atom	3.175	eV Å⁻¹
gap between HOMO and LUMO (alpha / beta)	0.3504 / 0.3288	Eh
⟨S²⟩	2.013

The geometry in ORCA input format:
```
! RIJCOSX wB97M-V def2-TZVPD def2/J DEFGRID3
* xyz 0 3
C 1.83 0.16 -0.58
C -0.53 0.75 0.11
C 0.86 1.20 0.11
N 1.32 2.29 0.42
N -0.45 3.87 0.85
N -1.06 -4.34 -0.33
O -1.21 3.37 1.58
O -0.56 4.55 -0.10
H 2.84 0.43 -0.82
H 2.05 -0.60 0.17
H 1.23 -0.28 -1.43
H -1.01 1.05 -0.79
H -1.13 1.07 0.95
H -0.65 -0.30 -0.07
H -0.48 -5.03 0.09
H -1.11 -3.50 0.29
H -1.95 -4.68 -0.44
*
```

=====

[15]
The following is a quantum chemistry calculation of the molecule C3H9N3OS at a distorted geometry, from the Open Molecules 2025 dataset.

Computed properties:
SMILES string	CN(N)C(=S)N(C)O
largest force on an atom	2.895	eV Å⁻¹
gap between HOMO and LUMO	0.3377	Eh

The geometry in ORCA input format:
```
! RIJCOSX wB97M-V def2-TZVPD def2/J DEFGRID3
* xyz 0 1
C -2.29 0.70 0.14
N -0.98 0.17 -0.26
N -1.12 -1.24 -0.58
C 0.22 0.75 -0.27
S 0.37 2.36 -0.06
N 1.27 -0.11 -0.40
C 1.67 -0.88 0.81
O 2.39 0.50 -0.86
H -2.67 1.07 -0.80
H -2.22 1.57 0.84
H -2.84 -0.14 0.60
H -0.07 -1.54 -0.69
H -1.60 -1.26 -1.53
H 2.78 -1.24 0.59
H 0.93 -1.75 0.99
H 1.66 -0.23 1.74
H 2.50 1.27 -0.27
*
```

=====

[16]
The following is a quantum chemistry calculation of the molecule C3H9N3S at a distorted geometry, from the Open Molecules 2025 dataset.

Computed properties:
SMILES string	CCN(N)/C=N/S
largest force on an atom	3.572	eV Å⁻¹
gap between HOMO and LUMO	0.3405	Eh

The geometry in ORCA input format:
```
! RIJCOSX wB97M-V def2-TZVPD def2/J DEFGRID3
* xyz 0 1
C 1.73 0.98 0.43
C 0.35 1.45 0.13
N -0.51 0.44 -0.45
N 0.29 -0.08 -1.59
C -1.09 -0.51 0.35
N -1.26 -1.73 -0.02
S -2.25 -2.54 1.20
H 1.79 0.31 1.23
H 2.17 0.56 -0.48
H 2.40 1.81 0.73
H -0.07 1.90 1.11
H 0.35 2.33 -0.54
H -0.42 -0.21 -2.41
H 0.55 -1.05 -1.40
H -1.39 -0.14 1.37
H -2.64 -3.53 0.34
*
```

=====

[17]
The following is a quantum chemistry calculation of the molecule C3H9N3S at a distorted geometry, from the Open Molecules 2025 dataset.

Computed properties:
SMILES string	CN/C(=N/N)SC
largest force on an atom	2.029	eV Å⁻¹
gap between HOMO and LUMO	0.3230	Eh

The geometry in ORCA input format:
```
! RIJCOSX wB97M-V def2-TZVPD def2/J DEFGRID3
* xyz 0 1
C 2.52 -0.85 0.11
N 1.16 -0.87 -0.28
C 0.33 0.20 -0.25
N 0.68 1.35 0.18
N -0.19 2.48 0.15
S -1.43 -0.18 -0.48
C -1.59 -1.57 0.72
H 3.16 -1.49 -0.54
H 2.62 -1.27 1.10
H 2.94 0.14 0.22
H 0.99 -1.62 -0.94
H 0.12 3.03 0.98
H -1.15 2.15 0.30
H -1.72 -1.18 1.69
H -2.50 -2.11 0.47
H -0.65 -2.12 0.62
*
```

=====

[18]
The following is a quantum chemistry calculation of an isolated ion of composition C3H9N4 and charge +1 at a distorted geometry, from the Open Molecules 2025 dataset.

Computed properties:
largest force on an atom	3.319	eV Å⁻¹
gap between HOMO and LUMO (alpha / beta)	0.3014 / 0.3013	Eh

The geometry in ORCA input format:
```
! RIJCOSX wB97M-V def2-TZVPD def2/J DEFGRID3
* xyz 1 1
C 0.24 -0.04 0.49
C -1.02 -0.62 -0.67
C -0.07 -1.08 1.59
N -2.73 1.03 -0.64
N -1.88 0.21 -0.79
N 1.49 -0.25 0.08
N 1.96 0.80 -0.84
H -0.02 0.94 0.62
H -0.82 -1.71 -0.79
H -0.96 -1.72 1.42
H -0.22 -0.51 2.49
H 0.88 -1.67 1.58
H -2.89 1.75 -1.33
H 2.81 0.51 -1.20
H 1.97 1.73 -0.47
H 1.27 0.63 -1.54
*
```

=====

[19]
The following is a quantum chemistry calculation of an isolated ion of composition C3H9N4 and charge +1 at a distorted geometry, from the Open Molecules 2025 dataset.

Computed properties:
SMILES string	NC1=CC[N@@H+](N)N1
largest force on an atom	4.528	eV Å⁻¹
gap between HOMO and LUMO	0.3371	Eh

The geometry in ORCA input format:
```
! RIJCOSX wB97M-V def2-TZVPD def2/J DEFGRID3
* xyz 1 1
N 2.42 -0.49 -0.28
C 1.19 -0.05 0.04
C 0.66 1.17 -0.09
C -0.82 1.22 0.22
N -1.13 -0.29 0.35
N -1.82 -0.72 -0.80
N 0.01 -1.03 0.62
H 3.09 0.18 -0.52
H 2.66 -1.45 -0.03
H 1.21 2.05 -0.02
H -1.03 1.82 1.11
H -1.56 1.58 -0.56
H -1.79 -0.31 1.27
H -1.37 -0.38 -1.67
H -1.71 -1.67 -1.07
H -0.01 -1.63 1.43
*
```

=====

[20]
The following is a quantum chemistry calculation of an isolated ion of composition C3H9N4 and charge +1 at a distorted geometry, from the Open Molecules 2025 dataset.

Computed properties:
SMILES string	N[N+]1=CNNCC1
largest force on an atom	6.705	eV Å⁻¹
gap between HOMO and LUMO	0.3606	Eh

The geometry in ORCA input format:
```
! RIJCOSX wB97M-V def2-TZVPD def2/J DEFGRID3
* xyz 1 1
N 0.72 -1.00 1.92
N 0.13 -0.22 0.98
C 0.41 1.06 0.84
N 0.15 1.58 -0.49
N -0.25 0.89 -1.86
C -0.20 -0.55 -1.53
C -0.66 -0.92 -0.05
H 0.02 -1.25 2.60
H 1.61 -0.73 2.26
H 1.00 1.52 1.56
H 0.10 2.55 -0.68
H -1.13 1.33 -1.97
H 0.91 -0.70 -1.69
H -0.66 -0.96 -2.36
H -1.63 -0.69 0.21
H -0.52 -1.92 0.25
*
```

=====

Computed energy above the lowest of the compared OMol25 structures with the same formula, charge and spin, in the same sequence as the records: 39.4, 97.6, 165.7, 275.7, 174.9, 139.9, 175.5, 199.5, 903.3, 969.1, 683.4, 771.4, 554.9, 0.0, 340.1, 217.8, 164.7, 668.6, 447.5, 407.9 kJ/mol.
Computed total energy, in the same sequence as the records: -17070.5222, -27899.8718, -21982.9770, -7724.7166, -7725.7615, -7726.1243, -7725.7553, -7716.9910, -9766.1766, -9765.4952, -9768.4567, -9767.5446, -9769.7876, -11816.1949, -20606.5974, -18560.4222, -18560.9729, -9204.6917, -9206.9832, -9207.3940 eV.